111
Properties=species:S:1:pos:R:3:lowdin_charge:R:1 method="wB97M-V/def2-TZVPD" total_charge=-2 homo_lumo_gap_ev="3.80 / 6.46" e_above_lowest_ev=0.923 e_homo_ev="0.00 / -2.67" multiplicity=3 lumo_energy_ev="3.798 / 3.793" fmax_ev_per_a=1.76
Ti -0.12287 -0.36000 -0.57005 0.980
O -0.42392 0.07154 1.32697 -0.233
C -1.51541 0.08527 2.06313 -0.355
C -1.61167 0.97029 3.13415 -0.072
C -2.74697 1.00587 3.95139 -0.163
C -3.80228 0.13299 3.68308 -0.156
C -3.72375 -0.75494 2.62342 -0.078
C -2.59037 -0.82763 1.77619 -0.185
C -2.51386 -1.77334 0.72501 -0.128
N -1.49515 -1.87436 -0.15098 -0.139
C -1.62274 -2.94352 -1.12765 -0.215
C -0.63617 -2.67295 -2.27577 -0.170
N -0.58835 -1.22403 -2.40927 -0.052
C -1.22212 -0.72916 -3.38768 -0.101
C -1.53992 0.66815 -3.52129 -0.128
C -1.94927 1.16911 -4.76136 -0.053
C -2.32468 2.48404 -4.91720 -0.119
C -2.31742 3.33165 -3.80256 -0.101
C -1.93533 2.86774 -2.56600 -0.028
C -1.52373 1.52990 -2.40423 -0.335
O -1.19094 1.07504 -1.23975 -0.188
H -0.76885 1.63019 3.30346 0.097
H -2.80260 1.70861 4.77578 0.081
H -4.69561 0.15040 4.29928 0.079
H -4.55246 -1.43083 2.42887 0.096
H -3.35878 -2.45740 0.60454 0.108
H -2.64797 -2.97195 -1.53509 0.109
H -1.42044 -3.93111 -0.68588 0.107
H -0.96179 -3.14535 -3.21017 0.112
H 0.35688 -3.05000 -2.03181 0.109
H -1.54241 -1.40848 -4.18285 0.117
H -1.94301 0.49319 -5.61168 0.095
H -2.61878 2.85273 -5.89156 0.084
H -2.61523 4.36815 -3.90958 0.092
H -1.92526 3.51602 -1.70149 0.065
Cl -0.81575 3.52270 0.73922 0.760
C 0.50222 3.65948 1.86583 -0.642
C 0.30773 4.53897 2.92972 -0.130
C 1.32025 4.74640 3.84525 -0.103
C 2.53000 4.07658 3.67996 -0.094
C 2.68985 3.19984 2.62209 -0.089
C 1.67443 2.94727 1.68900 -0.334
P 1.93243 1.77993 0.26248 1.133
C 3.21859 0.71758 0.99324 -0.367
C 2.92861 0.11892 2.22271 -0.110
C 3.83076 -0.75637 2.80237 -0.097
C 5.02339 -1.06053 2.15428 -0.107
C 5.28606 -0.50773 0.91276 -0.082
C 4.38623 0.37358 0.32208 -0.068
C 2.76946 2.97356 -0.83697 -0.345
C 4.05978 3.46307 -0.66799 -0.087
C 4.56761 4.42327 -1.52936 -0.093
C 3.78683 4.90650 -2.57160 -0.107
C 2.49735 4.42607 -2.74616 -0.088
C 1.99175 3.46386 -1.88180 -0.096
H -0.64624 5.04169 3.01135 0.094
H 1.17127 5.42814 4.67370 0.092
H 3.34616 4.22804 4.37578 0.093
H 3.63382 2.67831 2.52553 0.102
H 1.98093 0.32546 2.70977 0.107
H 3.59014 -1.21584 3.75495 0.095
H 5.72141 -1.75952 2.60027 0.090
H 6.18051 -0.78555 0.36820 0.098
H 4.55515 0.74066 -0.68563 0.089
H 4.68213 3.08432 0.13379 0.100
H 5.58135 4.78204 -1.39423 0.092
H 4.18867 5.64864 -3.25235 0.089
H 1.88150 4.77890 -3.56538 0.100
H 0.99696 3.06297 -2.03835 0.094
Br 0.14674 -1.67646 -7.06575 0.669
C 1.24402 -0.24942 -6.42080 -0.673
C 1.60570 0.76705 -7.28862 -0.159
C 2.40466 1.79295 -6.80002 -0.094
C 2.84003 1.78393 -5.48221 -0.027
C 2.44584 0.76657 -4.62047 -0.103
C 1.63641 -0.25790 -5.09549 -0.075
C 2.86489 0.76308 -3.14520 -0.645
O 4.03118 1.12794 -2.91346 -0.009
O 1.95082 0.42584 -2.35689 -0.060
H 1.26263 0.75419 -8.31458 0.085
H 2.68883 2.60437 -7.46070 0.092
H 3.48161 2.56170 -5.08709 0.108
H 1.31118 -1.02737 -4.41151 0.103
C -0.68640 -0.66477 7.06748 -0.048
C -0.61937 -1.88025 6.18342 -0.258
C -1.10982 -1.81297 4.88458 0.006
C -1.01761 -2.90890 4.03550 -0.014
C -0.43002 -4.07630 4.50492 -0.285
C 0.04646 -4.17223 5.80295 -0.063
C -0.05367 -3.07003 6.63723 -0.051
S -0.27435 -5.45065 3.39514 0.623
O -0.26188 -6.69323 4.12419 -0.328
O -1.26230 -5.26576 2.36483 -0.300
N 1.25624 -5.26015 2.85589 -0.145
C 1.67777 -4.01481 2.18822 -0.204
C 0.97453 -3.63724 0.89319 -0.096
C 1.90674 -2.70857 0.10495 -0.629
O 3.01679 -3.11155 -0.21503 0.037
O 1.39900 -1.57305 -0.20015 -0.142
H -1.48731 0.00170 6.74726 0.071
H 0.24532 -0.09667 7.00593 0.083
H -0.84360 -0.93860 8.11303 0.070
H -1.56572 -0.90215 4.52359 0.072
H -1.41135 -2.83713 3.02913 0.103
H 0.48854 -5.09537 6.15494 0.109
H 0.31378 -3.13304 7.65607 0.104
H 1.51645 -6.09376 2.34004 0.111
H 2.74125 -4.15054 1.98588 0.118
H 1.60243 -3.20485 2.91506 0.116
H 0.01132 -3.16048 1.06406 0.083
H 0.81130 -4.53713 0.28893 0.123